Record 1
Formula: C16H27IrN3O2S2Si
Source: OMol25
Level of theory: ωB97M-V/def2-TZVPD

Geometry as XYZ:
```
52
Properties=species:S:1:pos:R:3:forces:R:3:mulliken_charge:R:1
H -0.19979 -0.78131 -3.88143 0.2 0.4 0.0 0.262
H -1.47795 0.49621 -1.83720 -0.3 0.6 0.3 -0.070
C -0.05742 2.82261 -1.19035 0.2 0.9 0.0 -1.315
H 4.09013 -0.45446 -1.51305 -0.5 0.1 0.0 0.353
H -1.45217 3.72779 1.03026 -0.4 -0.1 -0.3 0.427
H 2.43506 1.83640 3.66476 -1.3 0.2 0.1 0.279
C 1.98020 -2.65351 -2.98855 0.6 0.1 0.7 -1.123
H -2.49392 1.91921 -2.15203 0.2 -0.1 0.5 0.403
S -2.25206 -4.04653 1.09503 0.5 1.8 0.2 -0.113
H -1.04362 1.59642 1.65808 0.5 -0.6 -0.3 0.485
N 2.16311 0.38845 0.63517 5.2 1.3 -0.3 0.529
C 1.31045 1.95618 3.70254 0.2 -0.9 0.2 -1.051
H 0.10951 0.89820 -3.31370 0.5 -0.7 -0.2 0.308
H -2.90580 0.79259 -0.82602 0.4 0.4 -0.1 0.347
O 3.25701 0.83731 0.85947 -1.7 -0.1 0.4 -0.541
H 3.26536 1.06734 -2.00873 0.0 -0.5 0.1 0.329
N -1.12462 -1.68290 1.06960 -0.4 -2.2 0.5 0.121
C -1.86740 -3.28605 2.60096 0.0 -0.1 0.8 -0.517
H 0.96131 2.44136 2.78371 0.1 0.0 0.3 0.173
C -1.62952 -2.62510 0.26482 -0.2 0.3 0.3 0.242
C -0.59158 1.27571 0.69758 -1.1 1.1 1.3 -2.060
H 3.89416 -0.04715 -3.18697 -0.1 -0.1 -0.3 0.392
C -0.64103 -1.20927 3.39045 0.4 -0.4 1.3 0.210
H 1.08029 -3.24768 -2.85683 -0.2 -0.1 -0.2 0.262
H -1.07786 -2.13764 5.33026 0.6 0.6 -0.2 0.385
H -2.83874 -2.45256 -1.53524 0.7 0.1 0.3 0.362
H -0.49239 3.41191 -2.03818 0.3 -0.5 0.6 0.347
C 3.37913 -0.01064 -2.22729 0.1 0.4 0.2 -1.177
H 0.72087 2.13933 -1.58869 -0.6 0.3 0.3 0.071
Si 1.72893 -0.87246 -2.41478 -0.4 0.1 0.9 0.686
C -1.18044 2.11084 -0.39500 -0.1 0.0 -0.6 3.161
H 0.45384 3.56253 -0.52175 -0.3 -0.6 -0.5 0.366
C -2.06452 1.30136 -1.33846 -0.2 -1.1 -0.9 -1.111
Ir 0.57001 -0.36021 0.94652 -3.8 -0.8 -3.6 0.973
C -1.26037 -2.08315 2.42186 -0.5 -0.5 -1.2 0.171
C 0.59483 -0.04985 -3.63467 -0.3 0.2 -0.4 -0.961
C 0.60733 0.61619 3.83051 0.9 -0.6 0.9 0.497
N 0.10067 -0.15054 2.87979 0.5 0.2 1.6 -0.030
H -1.31153 -3.39960 -1.69913 -0.3 0.3 0.1 0.372
H 1.16586 0.13037 -4.56056 -0.3 0.0 0.2 0.468
H 2.24720 -2.59940 -4.05147 -0.2 -0.1 0.1 0.337
H -2.09104 -3.74375 3.58193 0.2 0.2 -0.9 0.366
H -2.52295 3.87416 -0.41713 0.4 -0.5 0.5 0.419
O 0.68323 -0.82598 -0.99050 1.0 -0.1 0.6 -0.723
C -2.07827 3.15726 0.31620 0.5 0.8 -0.5 -2.049
H 2.80553 -3.19046 -2.47255 -0.5 0.4 -0.2 0.313
C -0.55194 -1.36514 4.75063 -0.3 -0.2 -0.9 -0.554
C -1.77130 -2.51285 -1.22852 0.5 0.1 0.1 -0.370
H -1.17651 -1.62651 -1.51784 -0.7 -0.5 -0.1 -0.441
S 0.46697 -0.15123 5.40635 -0.7 0.8 -1.0 -0.117
H 0.98547 2.50755 4.60894 0.5 0.1 -0.7 0.477
H -2.90173 2.69866 0.86120 0.0 -0.2 0.0 0.429
```
Forces are in eV/Å.

## Properties
Net charge: +1
Spin multiplicity: 5
Relative energy (zero: lowest compared OMol25 entry of this formula, charge and spin), kcal/mol: 0.00

***

Record 2
Formula: C5H36N3O10
Source: OMol25
Level of theory: ωB97M-V/def2-TZVPD

Geometry as XYZ:
```
54
Properties=species:S:1:pos:R:3:forces:R:3:mulliken_charge:R:1
N 0.01160 -1.92301 -2.42667 -2.0 -1.1 -0.3 -0.125
H 0.50859 -2.82468 1.21186 0.1 -0.9 -0.1 0.267
H -3.75113 1.97197 0.01523 0.6 1.0 0.2 0.335
H -2.79582 1.77092 1.31820 0.3 0.8 -0.4 0.306
H 4.05618 0.88711 -1.12024 -0.4 0.1 -0.7 0.299
H 0.74835 1.08373 -2.06888 -1.4 -1.8 -0.5 0.250
H 4.66914 0.37473 1.82091 0.3 0.0 0.2 0.288
H 3.27900 -0.25557 1.70923 0.1 0.5 0.2 0.311
O 3.80175 0.53282 1.44830 -0.6 -0.8 0.0 -0.646
H 0.31559 1.51097 0.35870 0.5 1.4 -0.8 0.285
O 2.41551 3.85802 -0.38355 1.5 -0.2 -0.6 -0.624
C 0.63005 0.50043 0.22331 -2.0 -1.4 2.7 -0.165
H -2.22034 -4.58060 0.47589 -0.8 0.3 -0.1 0.308
H 3.39466 -0.19462 -0.37730 -0.2 1.2 -2.0 0.392
H 0.71751 -2.49666 -2.90812 -0.5 0.3 0.2 0.409
H -1.02847 1.08273 -2.21907 -0.4 1.0 0.1 0.466
H 1.01118 -1.09152 3.32978 0.0 0.5 -0.5 0.321
H -1.15868 -4.55270 -0.46905 -0.1 0.2 -0.7 0.305
H 3.27504 -2.90424 -1.61621 -0.3 -0.1 0.0 0.308
H -1.62526 -0.56710 -3.33764 0.5 -1.3 0.8 0.264
H -2.50176 -0.43724 3.83083 -0.8 -0.7 0.4 0.323
H 0.05953 -3.05451 3.02588 0.4 0.9 -1.6 0.347
H 1.01048 0.87483 2.30189 -1.3 -0.1 -0.3 0.361
H -0.95772 -2.15028 1.86630 -0.1 0.3 0.1 0.290
H -0.17268 -0.69726 -4.16091 1.3 0.5 -0.8 0.411
H -1.00923 3.51595 2.94446 -0.2 0.7 -0.3 0.287
H -1.21581 -0.33471 -0.24206 -0.6 0.5 -0.7 -0.008
C 0.35589 0.13851 1.76327 2.8 -0.9 -0.9 -0.902
H 2.41485 3.35204 0.43298 -0.8 0.3 -0.1 0.302
O -1.61889 -0.80963 3.90271 -0.4 0.9 -0.1 -0.579
C 0.08018 -2.38229 2.09499 0.7 0.4 0.7 -0.867
O 2.48143 -2.35749 -1.70361 0.6 -0.4 0.1 -0.666
N -0.32041 -0.17318 -0.67870 2.4 0.1 -1.0 0.279
H -0.72830 0.24611 1.81212 -0.1 0.1 0.7 0.263
H 0.35748 -1.61317 -1.48222 0.3 0.8 -0.4 0.142
C -0.20974 0.41894 -2.07181 -0.1 0.9 0.7 -0.252
O -3.41068 -0.45285 -0.90689 0.0 -1.1 -0.4 -0.623
O 3.32389 0.26825 -1.29563 1.0 -1.2 2.4 -0.751
H 2.85317 -1.46430 -1.72684 0.0 0.4 -0.2 0.415
O -1.05435 3.43486 1.98573 0.2 -1.5 -0.1 -0.540
O -1.02040 3.56784 -2.29659 0.2 -0.5 2.6 -0.590
H -3.76773 0.21688 -0.29481 0.3 -0.9 0.2 0.342
H 1.60181 4.26235 -0.66028 -0.7 -0.2 0.6 0.295
H -1.32045 4.23082 1.53848 -0.1 0.7 0.4 0.274
N 0.94109 -1.15026 2.30973 -1.7 -0.2 0.0 -0.344
H -1.88804 3.96158 -2.37292 0.4 0.1 -1.4 0.272
O -3.52288 1.45198 0.78435 -0.9 -0.6 0.6 -0.688
H -1.18521 -0.01948 3.56490 0.9 -0.2 0.1 0.324
C -0.53031 -0.69013 -3.16943 0.2 0.2 2.9 -0.864
H -0.75816 -2.48138 -2.00274 0.3 -0.2 -1.1 0.307
O -2.07776 -4.23953 -0.42081 1.0 -0.5 0.7 -0.601
H -3.71730 -1.34100 -0.62746 0.1 1.0 -0.2 0.280
H 1.65230 0.32684 -0.03972 0.1 0.4 -0.3 -0.112
H -0.39874 3.39814 -2.98988 -0.6 0.5 -1.2 0.320
```
Forces are in eV/Å.

## Properties
Net charge: +1
Relative energy (zero: lowest compared OMol25 entry of this formula, charge and spin), kcal/mol: 126.37

***

Record 3
Formula: C20H24AuN5O3S2
Source: OMol25
Level of theory: ωB97M-V/def2-TZVPD

Geometry as XYZ:
```
55
Properties=species:S:1:pos:R:3:forces:R:3:mulliken_charge:R:1
H -6.92585 0.94289 0.63027 0.0 0.0 0.0 0.487
C -0.66264 0.09286 -3.03610 -0.1 0.0 -0.1 -0.741
N -4.75203 0.63603 -0.63664 -0.1 0.5 0.0 -1.151
H -7.99206 -0.74596 2.13367 0.0 0.0 0.0 0.464
H 2.84483 5.57217 -1.56697 0.0 0.0 0.0 0.361
H -4.80055 -3.50887 1.24587 0.0 0.0 0.0 0.439
H 6.11410 0.44968 0.79039 0.0 0.0 0.0 0.076
C -5.24747 -2.53378 1.12356 0.0 -0.1 0.0 -0.632
H 5.27638 -3.44083 1.10970 0.0 0.0 0.0 0.239
N 5.97302 -2.71864 1.17883 0.0 0.0 0.0 -0.158
S 3.89032 -1.25405 0.57320 0.1 0.2 0.0 -0.407
H 4.57018 5.16107 -1.79895 0.0 0.0 0.0 0.353
N 6.43421 -0.48208 0.99790 0.1 0.0 0.0 -0.292
H 0.95766 2.29722 2.04538 0.0 0.0 0.0 0.465
C 5.56537 -1.48348 0.92734 -0.2 0.0 0.1 0.749
C -5.26742 -0.34100 0.13584 0.1 0.0 -0.1 0.406
O 3.52031 2.96411 -0.60654 0.1 -0.1 0.1 -0.665
H 3.47533 5.32866 -3.21489 0.0 0.0 0.0 0.422
H -0.25023 -0.23794 -3.98036 0.0 0.0 0.0 0.467
N 0.66655 1.47304 0.19292 -0.1 -0.2 -0.4 -0.072
H -3.75567 -1.86179 -0.22582 0.0 0.0 0.0 0.410
H 7.39895 -0.62451 1.24735 0.0 0.0 0.0 0.204
C -2.05805 1.56562 0.73358 -0.1 0.0 0.0 -0.490
Au 3.66288 0.94596 0.00839 -0.1 -0.1 -0.2 0.372
H 7.40204 -4.16322 1.58831 0.0 0.0 0.0 0.345
C 7.31975 -3.08118 1.59597 0.0 0.0 -0.1 -1.027
H 5.41335 2.93622 -2.64125 0.0 0.0 0.0 0.326
C -1.59315 1.04704 -0.47301 0.1 -0.1 0.0 0.718
H 4.34103 3.00309 -4.08079 0.0 0.0 0.0 0.442
C -1.14516 2.03665 1.64871 0.1 0.0 0.1 -0.815
H -7.27953 -4.81028 3.52094 0.0 0.0 0.0 0.245
O -7.09493 -3.03765 2.57871 0.0 0.0 0.0 -0.365
C 0.21062 1.95656 1.33794 0.0 0.0 0.0 -0.442
C -1.97275 0.09663 -2.80694 -0.1 0.0 -0.1 -0.688
O 1.49090 0.63243 -2.31345 0.0 0.0 0.0 -0.497
H -3.11841 1.61313 0.94821 0.0 0.0 0.0 0.456
H -1.46246 2.46294 2.58979 0.0 0.0 0.0 0.455
C -7.06585 -0.94621 1.61366 0.0 0.0 0.0 -0.764
C -6.48266 -0.02998 0.79787 0.0 0.0 0.0 -0.109
C -6.45996 -2.21252 1.78935 0.0 0.1 -0.1 0.874
C 3.55813 5.01900 -2.17378 0.0 0.0 0.0 -1.106
H -5.59206 -4.30357 3.28186 0.0 0.0 0.0 0.366
H 7.53535 -2.72109 2.60291 0.0 0.0 0.0 0.353
C 4.45773 2.62887 -3.06386 0.0 0.0 0.0 -1.000
C -4.66616 -1.61332 0.30527 0.0 0.0 0.0 -0.433
N -3.76169 0.51289 -1.34334 0.3 -0.8 0.0 0.452
C 0.31437 0.57956 -2.04342 0.2 0.0 0.2 0.400
C -2.50101 0.53356 -1.51792 -0.2 0.4 0.1 0.720
C -6.58021 -4.35877 2.82735 0.0 -0.1 0.0 -0.848
C -0.21529 1.03180 -0.70677 -0.1 0.2 0.1 0.381
H -6.55329 -4.93334 1.90259 0.0 0.0 0.0 0.378
S 3.13707 3.28957 -2.05823 0.0 0.1 0.0 0.708
H 8.05805 -2.68895 0.89537 0.0 0.0 0.0 0.344
H -2.68910 -0.22190 -3.55315 0.0 0.0 0.0 0.510
H 4.35718 1.54565 -3.05685 0.0 0.0 0.0 0.316
```
Forces are in eV/Å.

## Properties
Net charge: +2
Total energy, eV: -60069.7485

***

Record 4
Formula: C10H30F2N7O3P2PdS
Source: OMol25
Level of theory: ωB97M-V/def2-TZVPD

Geometry as XYZ:
```
56
Properties=species:S:1:pos:R:3:forces:R:3:mulliken_charge:R:1
C 2.47188 -0.17707 1.63814 0.0 -0.1 -0.2 -1.201
H -3.67108 -2.31109 1.34814 0.0 0.0 0.0 0.291
N -0.04249 -3.35026 -0.13101 -0.1 0.1 -0.1 -0.464
H -3.69845 -3.77447 0.62011 0.0 0.0 0.1 0.270
N 0.40559 1.67728 -3.00914 0.1 0.0 0.0 0.343
N 1.36440 0.50412 2.28357 0.0 0.0 0.2 0.056
H 2.66352 0.23291 0.64057 0.0 -0.1 0.1 0.407
H -1.50847 1.14363 -2.36233 0.0 0.0 0.0 -0.081
N 2.40322 0.06775 -2.62182 0.0 0.0 0.0 0.264
H -2.56801 -0.24361 4.39850 0.0 0.0 0.0 0.299
H 2.15255 2.44473 -3.85726 0.0 0.0 0.0 0.325
O 1.99462 1.92998 -0.88735 0.0 0.1 -0.1 -0.846
N -1.08605 0.72507 3.25298 0.0 -0.2 0.0 0.226
Pd -1.30899 -0.08919 0.16293 0.6 0.2 -0.2 0.830
H 0.94687 -0.79714 -3.84160 0.0 0.0 0.0 0.286
H -2.96162 1.52808 2.70845 0.0 0.0 0.0 0.288
H 0.65264 2.90604 -4.68248 0.0 0.0 0.0 0.348
C 1.56160 1.94123 2.37948 -0.1 0.0 0.0 -0.901
C 1.91109 -1.04834 -3.40371 0.0 0.0 0.0 -0.881
C -0.99608 1.98979 -2.80864 0.0 0.0 0.1 -0.633
O -0.08012 -1.62160 2.52139 0.0 0.1 0.2 -0.986
H -3.49652 -1.39107 -0.99517 0.0 0.0 -0.1 0.131
C -1.52768 0.09419 4.48068 0.1 0.0 0.0 -1.040
O 0.31094 -0.03361 -1.09021 0.1 -0.1 0.1 -0.010
H 4.00458 0.69569 -1.45234 0.0 0.0 0.0 0.314
S -2.30710 -4.08410 -1.35217 0.0 0.0 0.0 -0.489
F -3.19519 -0.29127 0.91616 -0.3 -0.1 -0.2 -0.674
H 3.37302 -0.05402 2.24721 0.0 0.0 0.0 0.411
P 1.27478 0.95617 -1.74899 -0.3 0.1 0.2 -0.273
H -0.90260 -0.76990 4.69649 0.0 0.0 0.0 0.324
H 2.61499 -1.27600 -4.20993 0.0 0.0 0.0 0.344
P -0.17111 -0.15921 2.14693 0.1 0.1 -0.5 0.744
H -1.85149 2.65204 3.54278 0.0 0.0 0.0 0.372
H 1.62621 2.40908 1.39232 0.0 0.0 0.0 0.223
H 1.10306 3.68021 -3.14405 0.0 0.0 0.0 0.289
C -2.98469 -0.42076 -0.96712 -0.1 -0.1 0.4 -0.016
F -3.82176 0.49766 -1.40677 -0.1 0.1 -0.1 -0.222
H -1.45804 2.20535 -3.77654 0.0 0.0 0.0 0.393
H -1.45518 0.80090 5.31455 0.0 0.0 0.0 0.321
H 3.68678 -1.05061 -1.34617 0.0 0.0 0.0 0.271
H 0.75150 2.38690 2.95504 0.0 0.0 0.0 0.297
C 1.11403 2.73648 -3.70532 0.1 0.0 0.0 -1.079
H 2.25624 -1.24222 1.57189 0.0 0.0 0.0 0.303
C -1.40120 -3.48532 -0.05275 0.0 0.0 0.1 0.373
H 4.43382 -0.37787 -2.80410 0.0 0.0 0.0 0.355
H 2.49238 2.13073 2.92426 0.0 0.0 0.0 0.342
H -1.56930 2.20719 1.85680 0.0 0.0 0.0 0.290
H -1.35272 -2.68539 1.83192 0.1 -0.1 -0.1 0.350
H 0.28473 -3.25642 -1.07841 0.0 0.0 0.0 0.209
C 3.69735 -0.18060 -2.01840 0.0 0.0 0.0 -1.021
N -3.30210 -3.26099 1.40815 0.0 0.1 0.0 -1.020
C -1.91534 1.83018 2.82089 0.1 0.0 -0.1 -1.038
H -1.14466 2.86755 -2.16190 0.0 0.0 0.0 0.298
H 0.36557 -2.69886 0.53065 0.0 0.0 0.1 0.309
N -1.92624 -3.15558 1.11970 -0.2 0.0 0.0 0.229
H 1.78631 -1.95431 -2.79497 0.0 0.0 0.0 0.150
```
Forces are in eV/Å.

## Properties
Net charge: -1
Relative energy (zero: lowest compared OMol25 entry of this formula, charge and spin), kcal/mol: 19.35

***

Record 5
Formula: C3H4N2O2
Source: OMol25
Level of theory: ωB97M-V/def2-TZVPD

Geometry as XYZ:
```
11
Properties=species:S:1:pos:R:3:forces:R:3:mulliken_charge:R:1
H 1.26131 1.79080 -0.86335 -0.1 -0.3 0.1 0.280
N 0.14539 0.12554 -0.14449 -0.1 0.0 0.3 0.542
C 1.16901 1.13334 0.00624 0.1 0.2 0.1 -0.746
H 2.14304 0.70665 0.27305 -0.2 0.0 -0.2 0.292
N -0.06029 -0.70286 -1.22648 -0.3 -0.2 0.2 -0.775
O -0.77912 0.32942 1.98420 -0.1 -0.2 -0.3 -0.586
H -1.52179 -2.25708 -1.36767 0.3 0.2 -0.1 0.420
H 0.81916 1.71512 0.86017 0.2 0.1 -0.1 0.304
O -1.46425 -1.21269 0.41955 0.0 0.0 0.1 -0.334
C -1.02144 -1.45822 -0.83552 0.2 0.1 -0.1 0.022
C -0.69102 -0.17002 0.89430 0.1 0.2 0.0 0.581
```
Forces are in eV/Å.

## Properties
Relative energy (zero: lowest compared OMol25 entry of this formula, charge and spin), kcal/mol: 38.87